{
  "formula": "C41H60ClN20O2",
  "method": "ωB97M-V with the def2-TZVPD basis set",
  "species": ["C", "C", "O", "C", "C", "N", "Cl", "C", "C", "N", "O", "C", "N", "H", "H", "H", "H", "H", "H", "H", "H", "H", "C", "C", "N", "H", "H", "H", "C", "C", "N", "H", "H", "H", "C", "C", "N", "H", "H", "H", "C", "C", "N", "H", "H", "H", "C", "C", "N", "H", "H", "H", "C", "C", "N", "H", "H", "H", "C", "C", "N", "H", "H", "H", "C", "C", "N", "H", "H", "H", "C", "C", "N", "H", "H", "H", "C", "C", "N", "H", "H", "H", "C", "C", "N", "H", "H", "H", "C", "C", "N", "H", "H", "H", "C", "C", "N", "H", "H", "H", "C", "C", "N", "H", "H", "H", "C", "C", "N", "H", "H", "H", "C", "C", "N", "H", "H", "H", "C", "C", "N", "H", "H", "H"],
  "coordinates": [[-2.212, -1.429, 3.665], [-1.164, -0.224, 3.320], [-0.062, -0.282, 4.267], [1.059, 0.534, 3.870], [0.700, 1.760, 2.895], [0.827, 1.501, 1.465], [1.342, 0.091, 0.610], [0.396, 2.771, 0.851], [0.061, 3.780, 1.988], [0.269, 3.084, 3.280], [0.089, 3.644, 4.490], [-0.784, 2.851, 5.314], [-1.164, 2.093, 6.187], [-2.713, -1.193, 4.666], [-1.725, -2.464, 3.618], [-3.035, -1.331, 2.854], [-1.777, 0.748, 3.499], [-0.873, -0.381, 2.225], [1.931, -0.049, 3.393], [1.500, 1.006, 4.837], [0.333, 3.005, -0.274], [-0.302, 4.863, 1.914], [5.042, 2.158, 5.051], [4.649, 1.125, 4.031], [4.336, 0.304, 3.232], [4.156, 2.509, 5.584], [5.742, 1.725, 5.768], [5.518, 3.003, 4.557], [-0.609, -5.548, 1.763], [-1.914, -4.938, 2.188], [-2.944, -4.455, 2.525], [0.099, -5.526, 2.593], [-0.762, -6.583, 1.455], [-0.192, -4.986, 0.925], [0.543, 6.769, -1.221], [-0.444, 5.846, -0.583], [-1.237, 5.114, -0.083], [0.542, 7.729, -0.701], [1.547, 6.338, -1.169], [0.277, 6.930, -2.267], [4.190, 3.168, -0.324], [3.789, 4.610, -0.443], [3.473, 5.751, -0.538], [5.151, 3.090, 0.187], [3.438, 2.619, 0.247], [4.277, 2.724, -1.318], [-2.451, 0.769, -1.801], [-2.750, 0.126, -0.472], [-2.989, -0.381, 0.576], [-1.507, 0.386, -2.194], [-3.249, 0.544, -2.510], [-2.375, 1.851, -1.682], [-4.328, 6.767, -1.275], [-3.235, 7.565, -1.925], [-2.367, 8.198, -2.438], [-4.240, 5.716, -1.555], [-4.253, 6.852, -0.189], [-5.301, 7.141, -1.596], [-5.607, 2.816, 0.091], [-5.649, 3.687, -1.132], [-5.682, 4.377, -2.099], [-4.604, 2.403, 0.220], [-5.862, 3.402, 0.976], [-6.317, 1.996, -0.013], [6.262, 5.547, 2.290], [6.391, 4.062, 2.476], [6.493, 2.887, 2.624], [7.252, 6.008, 2.293], [5.772, 5.761, 1.338], [5.668, 5.973, 3.100], [7.175, -1.717, 3.563], [8.048, -0.908, 4.480], [8.738, -0.268, 5.205], [6.332, -1.111, 3.224], [7.748, -2.044, 2.698], [6.794, -2.591, 4.089], [-1.636, -8.288, -1.582], [-0.216, -8.017, -1.175], [0.917, -7.809, -0.859], [-1.762, -8.085, -2.646], [-1.887, -9.330, -1.387], [-2.314, -7.647, -1.015], [2.283, 8.010, -4.821], [2.417, 6.527, -4.627], [2.523, 5.355, -4.472], [3.270, 8.474, -4.824], [1.789, 8.216, -5.773], [1.689, 8.438, -4.012], [-8.030, -0.455, -2.518], [-6.609, -0.181, -2.119], [-5.472, 0.035, -1.809], [-8.160, -0.262, -3.584], [-8.278, -1.498, -2.312], [-8.704, 0.190, -1.953], [-3.039, -9.461, -5.732], [-3.191, -9.747, -4.266], [-3.310, -9.974, -3.107], [-3.411, -10.305, -6.315], [-3.608, -8.567, -5.997], [-1.987, -9.298, -5.972], [2.445, -2.273, -2.175], [2.284, -2.488, -3.652], [2.157, -2.656, -4.818], [3.319, -1.649, -1.982], [1.558, -1.778, -1.773], [2.575, -3.233, -1.672], [-6.204, -2.332, 1.499], [-6.601, -0.892, 1.345], [-6.920, 0.258, 1.235], [-5.252, -2.400, 2.028], [-6.967, -2.868, 2.066], [-6.100, -2.794, 0.516], [-3.713, -4.852, -6.149], [-4.090, -5.900, -7.156], [-4.387, -6.728, -7.952], [-4.606, -4.495, -5.633], [-3.023, -5.273, -5.416], [-3.231, -4.012, -6.651], [9.145, -5.144, 1.594], [7.843, -4.537, 2.032], [6.815, -4.057, 2.378], [9.860, -5.123, 2.419], [8.987, -6.179, 1.286], [9.553, -4.581, 0.754]],
  "lumo_ev": -4.2,
  "total_charge": 1,
  "e_homo_ev": -12.554,
  "orbital_gap_ev": 8.3
}

{
  "formula": "C15H20MoN3O9P2SbSe4",
  "method": "ωB97M-V with the def2-TZVPD basis set",
  "species": ["Mo", "Se", "Sb", "Se", "Se", "Se", "O", "P", "O", "O", "O", "P", "O", "O", "O", "H", "H", "C", "C", "C", "C", "C", "C", "N", "C", "C", "C", "C", "C", "C", "C", "O", "O", "C", "C", "H", "H", "H", "H", "H", "H", "H", "H", "H", "H", "H", "H", "H", "H", "N", "N", "H", "H", "H", "H"],
  "coordinates": [[0.682, 0.156, 3.924], [4.329, 0.364, 7.727], [2.077, -0.070, 7.269], [1.041, 1.707, 5.787], [2.045, -1.449, 4.822], [0.392, -1.142, 8.520], [1.281, 3.545, 2.666], [0.336, 2.354, 2.231], [-0.697, 3.374, 1.414], [-0.570, 1.743, 3.341], [-0.738, 0.304, 0.846], [-0.321, -1.160, 1.297], [1.254, -1.263, 1.086], [-1.071, -2.234, 0.666], [-0.420, -1.057, 2.887], [2.057, 3.250, 3.164], [1.481, -1.821, 0.331], [-1.441, -2.882, -5.266], [-1.664, -1.461, -4.825], [-2.467, -0.623, -5.585], [-2.720, 0.679, -5.178], [-2.136, 1.157, -4.023], [-1.311, 0.335, -3.257], [-0.764, 0.893, -2.073], [0.587, 0.947, -1.779], [1.545, 0.737, -2.780], [2.893, 0.867, -2.511], [3.334, 1.233, -1.245], [2.397, 1.446, -0.251], [1.037, 1.285, -0.489], [0.030, 1.486, 0.596], [-0.919, 2.494, 0.289], [1.627, 1.116, 2.735], [-1.091, -0.996, -3.631], [-0.318, -1.954, -2.768], [-1.964, -3.080, -6.201], [-1.802, -3.597, -4.524], [-0.380, -3.091, -5.420], [-2.913, -1.001, -6.496], [-3.354, 1.324, -5.772], [-2.291, 2.181, -3.706], [-1.402, 1.400, -1.485], [1.209, 0.495, -3.779], [3.608, 0.703, -3.307], [4.389, 1.350, -1.036], [2.738, 1.712, 0.740], [0.658, -2.194, -3.198], [-0.867, -2.889, -2.652], [-0.164, -1.551, -1.773], [-1.971, -1.354, 5.053], [-1.056, -0.287, 5.335], [-2.514, -1.531, 5.892], [-1.427, -2.182, 4.841], [-0.689, -0.346, 6.292], [-1.585, 0.580, 5.258]],
  "lumo_ev": -3.4,
  "e_homo_ev": -8.030,
  "orbital_gap_ev": 4.6,
  "de_lowest_kcal_mol": 118.86
}

{
  "formula": "C5H12O2",
  "method": "ωB97M-V with the def2-TZVPD basis set",
  "species": ["C", "O", "C", "C", "C", "C", "H", "H", "H", "H", "H", "H", "H", "H", "H", "H", "H", "H", "O"],
  "coordinates": [[-1.077, 0.375, -0.882], [-1.849, 1.546, -0.966], [-0.798, -0.111, 0.519], [0.024, 0.894, 1.383], [1.456, 0.809, 1.039], [2.281, -0.318, 1.288], [-0.097, 0.657, -1.293], [-1.525, -0.473, -1.553], [-2.670, 1.239, -0.590], [-1.709, -0.363, 0.879], [-0.354, -1.153, 0.396], [-0.144, 0.672, 2.408], [-0.362, 1.847, 1.092], [1.930, 1.728, 0.664], [3.320, -0.135, 1.349], [2.050, -1.143, 0.659], [0.878, -2.530, -2.369], [-0.173, -3.276, -1.498], [0.291, -2.416, -1.562]],
  "lumo_ev": [-6.2, -8.1],
  "total_charge": 1,
  "s2": 0.756,
  "e_homo_ev": [-13.992, -13.987],
  "orbital_gap_ev": [7.8, 5.9],
  "multiplicity": 2,
  "de_lowest_kcal_mol": 40.25
}

{
  "formula": "C3H6ClN",
  "method": "ωB97M-V with the def2-TZVPD basis set",
  "species": ["C", "C", "C", "N", "Cl", "H", "H", "H", "H", "H", "H"],
  "coordinates": [[1.310, 1.346, -0.136], [0.477, 0.472, 0.387], [-0.465, -0.349, -0.344], [-0.503, -1.705, 0.024], [-2.260, 0.440, 0.135], [1.942, 1.875, 0.490], [1.207, 1.988, -1.056], [0.715, 0.032, 1.320], [-0.494, -0.316, -1.432], [-0.654, -1.739, 1.064], [-1.274, -2.044, -0.451]],
  "lumo_ev": 0.7,
  "smiles": "C=C[C@@H](N)Cl",
  "e_homo_ev": -10.023,
  "orbital_gap_ev": 10.7,
  "de_lowest_kcal_mol": 10.75
}